2 unconnected molecules or ions with the total composition C11H25FN2O3Si, computed with ωB97M-V/def2-TZVPD.

## Properties
SMILES: CC(C)=N[Si@](O)(CCF)CC(=O)N(C)C.CCO
F_max in eV/A: 1.0
Kohn-Sham gap in eV: 9.7
HOMO in eV: -9.1

Geometry as ORCA input:
```
! RIJCOSX wB97M-V def2-TZVPD def2/J DEFGRID3
* xyz 0 1
C 5.606 1.840 0.990
C 4.222 1.264 0.757
C 3.720 1.269 -0.672
N 3.564 0.835 1.760
Si 2.183 -0.231 1.712
O 1.951 -0.632 3.300
C 2.528 -1.795 0.723
C 3.979 -2.176 0.446
F 4.277 -2.040 -0.930
C 0.597 0.595 1.118
C -0.576 -0.362 1.276
O -0.415 -1.503 1.659
N -1.852 0.168 1.058
C -2.081 0.766 -0.266
C -2.903 -0.795 1.389
H 6.298 1.028 1.232
H 5.987 2.403 0.137
H 5.566 2.502 1.860
H 4.209 2.059 -1.249
H 2.642 1.429 -0.710
H 3.979 0.321 -1.152
H 2.622 -0.215 3.856
H 1.985 -1.744 -0.228
H 2.039 -2.590 1.297
H 4.701 -1.538 0.964
H 4.180 -3.222 0.694
H 0.644 0.930 0.080
H 0.396 1.472 1.744
H -2.682 1.677 -0.171
H -1.149 1.037 -0.756
H -2.621 0.066 -0.913
H -2.788 -1.130 2.419
H -3.871 -0.298 1.283
H -2.889 -1.665 0.722
C -6.264 0.293 -3.667
C -6.005 -0.491 -2.395
O -4.968 0.085 -1.603
H -5.353 0.361 -4.263
H -7.039 -0.185 -4.268
H -6.593 1.309 -3.436
H -5.666 -1.499 -2.627
H -6.924 -0.575 -1.805
H -5.238 0.977 -1.362
*
```


A molecular structure, C3H6LiO4, computed with ωB97M-V/def2-TZVPD.

## Properties
F_max in eV/A: 3.0
Kohn-Sham gap in eV: 9.4
ΔE to the lowest compared entry with this formula, charge and spin in kJ/mol: 157.5
HOMO in eV: -14.1

Geometry as ORCA input:
```
! RIJCOSX wB97M-V def2-TZVPD def2/J DEFGRID3
* xyz 1 1
H 1.910 0.203 -2.623
H 1.083 -1.340 -1.074
C 1.280 -0.291 -0.816
C 0.350 0.346 0.192
O -0.565 -0.677 0.565
C -1.330 -0.472 1.630
O -1.103 0.354 2.478
O -2.517 -1.005 1.383
Li -0.234 1.468 -2.597
O 1.255 0.514 -1.990
H 2.300 -0.304 -0.407
H -0.294 1.236 0.163
H 0.978 0.792 0.973
H -3.114 -0.825 2.121
*
```